Formula: C30H48LaP2
Source: the OMol25 dataset
Level of theory: ωB97M-V/def2-TZVPD

Computed properties:
**Maximum force**: 2.424 eV/A
**Kohn-Sham gap**: 0.27201 Ha
**ΔE to the lowest compared entry with this formula, charge and spin**: 12.55 kcal/mol

The geometry in ORCA input format:
```
! wB97M-V def2-TZVPD RIJCOSX def2/J DEFGRID3
* xyz 1 1
La -0.217 -0.114 2.302
C -0.443 -2.690 2.948
C 0.903 -2.768 2.502
C 0.852 -1.305 4.295
C -0.490 -1.803 4.090
C 1.698 -1.916 3.311
C -1.616 -3.366 2.332
H -1.362 -3.789 1.356
H -2.478 -2.695 2.207
H -1.945 -4.196 2.972
C -1.734 -1.172 4.610
H -2.609 -1.429 3.998
H -1.670 -0.070 4.691
H -1.933 -1.537 5.622
C 1.242 -0.159 5.155
H 1.311 -0.483 6.199
H 0.513 0.666 5.130
H 2.226 0.235 4.875
C 3.169 -1.728 3.200
H 3.679 -2.324 3.972
H 3.470 -0.685 3.349
H 3.547 -2.066 2.231
C 1.421 -3.648 1.422
H 1.832 -4.570 1.856
H 2.226 -3.166 0.858
H 0.634 -3.939 0.724
C -1.869 0.421 -5.195
C -1.779 -0.908 -5.245
C -0.800 -1.724 -6.039
C 0.502 -1.003 -6.473
C 1.312 -0.455 -5.334
C 1.204 0.727 -4.720
C 0.257 1.840 -5.055
C -1.002 1.446 -5.869
H -1.288 -2.113 -6.949
H 0.279 -0.264 -7.252
H -0.516 -2.611 -5.450
H -0.718 1.180 -6.893
H -2.698 0.874 -4.629
H -2.547 -1.511 -4.738
H -1.611 2.362 -5.950
H -0.075 2.318 -4.119
H 1.933 0.980 -3.938
H 0.792 2.623 -5.621
H 1.129 -1.772 -6.954
H 2.110 -1.142 -5.015
P -0.891 -0.505 -0.417
P 1.965 0.875 0.715
C 0.030 0.762 -1.422
C 0.946 1.705 -0.621
H -0.727 1.333 -1.978
H 0.604 0.213 -2.184
H 1.677 2.186 -1.282
H 0.372 2.510 -0.135
C 2.713 2.216 1.722
H 3.374 1.755 2.478
H 1.926 2.782 2.250
H 3.302 2.924 1.120
C 3.326 0.063 -0.184
H 3.800 0.696 -0.947
H 2.943 -0.841 -0.686
H 4.110 -0.251 0.524
C -2.641 0.068 -0.228
H -3.174 -0.625 0.455
H -3.151 0.052 -1.203
H -2.715 1.089 0.188
C -0.976 -2.057 -1.356
H 0.014 -2.540 -1.348
H -1.290 -1.937 -2.400
H -1.682 -2.743 -0.865
C -2.405 4.613 3.268
C -1.920 3.801 4.295
C -1.282 2.578 3.977
C -1.137 2.248 2.635
C -1.627 3.022 1.598
C -2.273 4.236 1.923
H -2.899 5.560 3.519
H -2.034 4.108 5.343
H -0.925 1.937 4.794
H -1.531 2.732 0.545
H -2.667 4.882 1.137
*
```

Atom charges from the Löwdin analysis, given in e for atoms 1 to 5: 1.6860 -0.3437 -0.2926 -0.3619 -0.3847

---

Formula: C30H48N6O3RuSSi
Source: the OMol25 dataset
Level of theory: ωB97M-V/def2-TZVPD

Computed properties:
**Maximum force**: 0.793 eV/A
**Kohn-Sham gap (spin up / spin down)**: 0.30308 / 0.28829 Ha
**ΔE to the lowest compared entry with this formula, charge and spin**: 0.00 kcal/mol

The geometry in ORCA input format:
```
! wB97M-V def2-TZVPD RIJCOSX def2/J DEFGRID3
* xyz 1 2
Ru -0.264 1.151 -0.577
N 2.035 1.358 -0.784
C 2.383 2.717 -1.221
C 3.677 3.273 -0.618
C 3.809 3.138 0.902
C 2.644 3.652 1.739
N 2.451 5.093 1.580
C 1.306 5.704 1.303
N 1.341 6.980 0.888
N 0.123 5.134 1.541
C 1.201 3.694 -1.044
O 1.417 4.893 -1.190
O 0.055 3.196 -0.753
H 2.309 1.176 0.175
H 2.479 0.642 -1.348
H 2.516 2.675 -2.306
H 3.749 4.317 -0.923
H 4.529 2.756 -1.066
H 4.728 3.637 1.221
H 3.958 2.091 1.184
H 2.816 3.420 2.791
H 1.721 3.149 1.453
H 3.288 5.645 1.468
H 2.154 7.276 0.374
H 0.479 7.387 0.563
H 0.075 4.140 1.734
H -0.632 5.441 0.945
C -2.702 2.259 3.647
N -2.669 0.973 2.969
C -3.684 0.030 2.986
C -3.301 -0.985 2.182
N -2.055 -0.655 1.708
C -1.686 0.545 2.164
S -0.233 1.355 1.727
H -3.728 2.464 3.940
H -2.359 3.029 2.960
H -2.067 2.247 4.530
H -4.576 0.169 3.571
H -3.786 -1.905 1.910
H -1.533 -1.140 0.980
C -2.941 -0.279 -2.342
C -2.599 1.197 -2.200
C -1.393 1.561 -3.066
C -2.273 1.547 -0.755
H -3.133 -0.546 -3.383
H -3.830 -0.533 -1.759
H -2.120 -0.898 -1.977
H -3.474 1.771 -2.528
H -0.485 0.998 -2.747
H -1.150 2.622 -3.007
H -1.544 1.284 -4.110
H -2.969 1.044 -0.075
H -2.345 2.626 -0.579
C -0.011 -2.397 -3.495
C 0.790 -2.933 -2.306
C 0.889 -4.462 -2.401
C 2.207 -2.345 -2.406
Si 0.093 -2.425 -0.619
O -0.030 -0.814 -0.550
C 1.322 -2.932 0.716
C 1.519 -4.256 1.118
C 2.466 -4.590 2.075
C 3.241 -3.597 2.661
C 3.060 -2.274 2.285
C 2.110 -1.953 1.324
C -1.540 -3.290 -0.187
C -1.765 -3.726 1.125
C -2.941 -4.371 1.493
C -3.932 -4.595 0.548
C -3.735 -4.175 -0.761
C -2.557 -3.537 -1.118
H 0.476 -2.699 -4.428
H -0.059 -1.305 -3.487
H -1.033 -2.773 -3.533
H 1.319 -4.752 -3.364
H -0.091 -4.940 -2.321
H 1.530 -4.875 -1.619
H 2.654 -2.608 -3.370
H 2.866 -2.713 -1.618
H 2.179 -1.250 -2.354
H 0.919 -5.048 0.681
H 2.599 -5.623 2.368
H 3.979 -3.855 3.410
H 3.655 -1.495 2.746
H 1.954 -0.915 1.052
H -0.997 -3.584 1.877
H -3.073 -4.710 2.513
H -4.845 -5.106 0.825
H -4.497 -4.356 -1.508
H -2.436 -3.231 -2.148
*
```

Atom charges from the Löwdin analysis, given in e for atoms 1 to 5: 1.0132 0.0168 -0.2646 -0.1353 -0.1629

---

Formula: C30H49NO21
Source: the OMol25 dataset
Level of theory: ωB97M-V/def2-TZVPD

Computed properties:
**Maximum force**: 8.552 eV/A
**Kohn-Sham gap**: 0.38799 Ha
**ΔE to the lowest compared entry with this formula, charge and spin**: 75.55 kcal/mol
**Structure (SMILES)**: C[C@H]1COC(=O)O1.C[C@H]1COC(=O)O1.C[C@H]1COC(=O)O1.C[C@H]1COC(=O)O1.C[C@H]1COC(=O)O1.COC(=O)OC.COC(=O)OC.CCCC#N

The geometry in ORCA input format:
```
! wB97M-V def2-TZVPD RIJCOSX def2/J DEFGRID3
* xyz 0 1
C 1.628 -1.196 5.141
C 2.724 -0.099 5.077
C 3.862 -0.099 6.199
O 4.776 -1.052 5.716
C 4.539 -1.241 4.497
O 5.393 -1.742 3.734
O 3.510 -0.672 4.074
H 0.950 -1.306 4.320
H 1.008 -1.028 6.132
H 2.063 -2.138 5.392
H 2.197 0.806 4.733
H 3.485 -0.419 7.174
H 4.354 0.915 6.228
C -5.209 -1.803 -6.917
C -5.002 -1.242 -5.523
C -4.466 -2.213 -4.437
O -3.058 -1.961 -4.310
C -2.791 -0.825 -4.913
O -1.702 -0.171 -4.936
O -3.875 -0.341 -5.518
H -4.264 -2.274 -7.365
H -5.435 -1.055 -7.634
H -5.798 -2.686 -6.899
H -5.969 -0.842 -5.124
H -4.489 -3.261 -4.568
H -4.998 -1.991 -3.463
C -5.430 2.615 -2.722
C -4.298 1.764 -3.356
C -2.798 2.163 -3.061
O -2.441 1.304 -2.052
C -3.342 0.370 -1.873
O -3.151 -0.605 -1.151
O -4.480 0.675 -2.534
H -5.862 3.422 -3.349
H -5.183 3.235 -1.869
H -6.362 2.045 -2.510
H -4.296 1.682 -4.416
H -2.612 3.194 -2.749
H -2.125 2.108 -3.913
C 2.415 2.531 -3.316
C 0.992 2.435 -2.980
C 0.572 2.897 -1.540
O 0.044 4.193 -1.764
C -0.009 4.429 -3.056
O -0.480 5.466 -3.496
O 0.502 3.546 -3.773
H 3.171 3.139 -2.836
H 2.612 2.682 -4.416
H 2.744 1.489 -3.081
H 0.676 1.414 -3.251
H 1.440 3.011 -0.820
H -0.186 2.259 -1.116
C -1.631 -3.109 0.776
C -1.480 -3.892 2.041
C -0.070 -3.960 2.568
O -0.123 -3.526 3.878
C -1.260 -3.033 4.149
O -1.593 -2.505 5.177
O -2.093 -3.163 3.154
H -0.987 -2.236 0.822
H -2.649 -2.771 0.597
H -1.185 -3.712 -0.041
H -1.683 -4.924 1.801
H 0.597 -3.408 1.908
H 0.294 -4.990 2.586
C 3.904 1.860 0.537
O 5.251 1.766 0.979
C 5.540 2.079 2.197
O 4.562 2.418 3.092
O 6.842 1.929 2.610
C 7.130 2.222 3.933
H 3.677 1.350 -0.513
H 3.604 2.898 0.507
H 3.357 1.358 1.259
H 6.446 1.623 4.573
H 7.032 3.197 4.210
H 8.215 1.824 3.989
C -0.150 -1.439 -2.059
O 0.616 -2.168 -1.072
C 1.730 -1.589 -0.692
O 2.110 -0.379 -1.302
O 2.360 -2.239 0.365
C 3.326 -1.631 1.182
H -0.244 -0.462 -1.703
H -1.042 -1.893 -2.410
H 0.497 -1.473 -2.957
H 3.801 -2.493 1.660
H 2.863 -0.850 1.838
H 4.202 -1.116 0.678
C 0.150 0.051 1.999
C -1.179 0.609 1.416
C -2.313 0.375 2.421
C -3.570 0.946 2.024
N -4.609 1.334 1.745
H 1.008 0.603 1.616
H 0.187 -1.023 1.930
H 0.196 0.321 3.054
H -1.452 0.074 0.569
H -1.115 1.661 1.167
H -2.158 0.712 3.470
H -2.472 -0.768 2.479
*
```

Atom charges from the Löwdin analysis, given in e for atoms 1 to 5: -0.0165 -0.2248 -0.0364 0.1234 -0.7009